[1]
{"formula": "C28H34GeN5O2S2Sc", "method": "the ωB97M-V functional and the def2-TZVPD basis", "species": ["Sc", "C", "C", "N", "C", "C", "S", "C", "C", "S", "C", "N", "C", "H", "H", "H", "H", "H", "H", "H", "H", "O", "N", "O", "C", "C", "C", "C", "C", "C", "N", "C", "C", "N", "C", "C", "C", "C", "H", "H", "H", "H", "H", "H", "H", "C", "C", "C", "C", "Ge", "C", "C", "C", "C", "H", "H", "H", "H", "H", "H", "H", "H", "H", "H", "H", "H", "H", "H", "H", "H", "H", "H", "H"], "coordinates": [[-1.114, 0.206, -0.468], [-0.507, 1.993, 2.890], [-0.851, 0.580, 2.819], [-1.177, -0.020, 1.670], [-1.345, -1.413, 1.900], [-1.159, -1.831, 3.199], [-0.873, -0.438, 4.216], [-1.723, -2.266, 0.793], [-1.834, -3.642, 0.779], [-2.269, -4.327, -0.674], [-2.448, -2.720, -1.336], [-2.070, -1.720, -0.488], [-2.909, -2.439, -2.717], [-0.519, 2.301, 1.856], [0.513, 2.173, 3.319], [-1.221, 2.553, 3.525], [-1.254, -2.806, 3.672], [-1.710, -4.309, 1.668], [-3.866, -2.847, -2.988], [-2.142, -2.667, -3.522], [-3.027, -1.328, -2.788], [-4.915, 4.960, -3.699], [-4.129, 4.383, -4.447], [-4.001, 4.628, -5.661], [-3.291, 3.369, -3.977], [-2.248, 2.967, -4.746], [-1.225, 2.064, -4.310], [-0.140, 1.623, -5.037], [0.626, 0.547, -4.507], [0.380, 0.087, -3.264], [-0.600, 0.614, -2.451], [-1.464, 1.557, -3.008], [-2.645, 1.874, -2.210], [-2.827, 1.278, -1.005], [-3.998, 1.398, -0.277], [-4.946, 2.327, -0.687], [-4.802, 3.009, -1.912], [-3.581, 2.809, -2.680], [-2.245, 3.200, -5.791], [-0.029, 1.970, -6.056], [1.526, 0.233, -5.030], [0.951, -0.756, -2.820], [-4.048, 0.864, 0.656], [-5.850, 2.521, -0.045], [-5.582, 3.685, -2.273], [4.150, -3.318, 3.322], [2.755, -3.883, 2.981], [1.748, -2.953, 2.235], [2.018, -2.715, 0.799], [1.616, -0.858, 0.201], [2.543, 0.451, 1.390], [4.038, 0.504, 1.211], [4.713, 1.869, 1.744], [4.442, 2.268, 3.214], [4.602, -4.072, 4.008], [4.094, -2.333, 3.903], [4.865, -3.252, 2.454], [2.320, -4.136, 4.000], [2.797, -4.894, 2.486], [1.677, -2.002, 2.820], [0.771, -3.373, 2.427], [1.502, -3.442, 0.166], [3.085, -2.596, 0.549], [2.545, -0.699, -1.044], [2.299, 0.316, 2.481], [2.068, 1.442, 1.070], [4.392, 0.166, 0.194], [4.422, -0.259, 1.917], [4.388, 2.684, 1.104], [5.810, 1.807, 1.549], [5.236, 1.996, 3.863], [3.482, 1.698, 3.521], [4.209, 3.338, 3.346]], "forces_ev_per_a": [[-2.2, -0.3, -0.1], [0.6, 0.8, 0.7], [-0.4, -1.1, 0.9], [0.7, -1.1, 1.4], [0.0, -0.3, 1.2], [-0.4, 1.4, -0.2], [0.1, -0.2, -1.5], [-0.6, -1.7, -1.8], [0.8, 0.3, 2.8], [-0.9, 1.6, -1.2], [0.7, 0.1, 0.4], [0.4, -1.6, 0.6], [1.3, 1.8, -1.1], [0.0, 0.9, -0.2], [-0.8, -0.2, -0.4], [0.3, -0.1, -0.5], [-0.1, 0.2, -0.4], [0.0, 0.7, -0.9], [-0.3, -0.6, 0.0], [-0.9, -0.2, 1.0], [0.0, -0.8, 0.1], [1.1, -0.6, -0.5], [-2.0, 2.7, -3.7], [-0.4, -0.2, 2.1], [1.3, -1.4, 1.4], [-0.1, -0.2, -0.5], [-2.2, 0.2, 2.3], [0.4, -1.8, 0.0], [0.6, 2.0, -1.8], [-0.7, -0.4, 2.4], [0.2, 0.1, -1.8], [1.2, -1.2, 0.8], [-0.4, 1.2, -0.4], [-0.8, -1.0, 1.1], [1.8, 1.4, -1.5], [-1.2, 0.4, -0.2], [1.1, -0.7, 0.5], [-0.7, -0.3, 0.3], [0.1, 0.9, -0.3], [0.4, 0.1, 0.0], [-0.4, -0.3, -0.1], [-0.3, 0.8, -0.5], [-0.1, -0.2, 0.1], [1.0, -0.4, -0.9], [0.4, -0.3, 0.2], [0.4, 0.1, 0.0], [0.4, -1.1, 1.2], [-0.2, 0.8, 1.7], [-1.6, -1.1, 0.2], [4.1, -0.6, 0.8], [-2.3, 2.6, 1.1], [1.8, -1.2, 0.4], [0.1, 0.5, -0.8], [-2.7, -1.0, -0.7], [-0.1, 0.7, -0.4], [0.1, -1.3, -0.9], [-0.8, 0.2, 0.8], [0.0, 0.5, -1.2], [0.2, 1.1, 0.1], [0.6, -0.4, -0.3], [-0.3, -0.4, -0.6], [0.6, 0.0, -0.2], [0.2, 0.3, -0.4], [-0.7, 0.2, -0.5], [-0.2, 0.0, -1.2], [0.6, -0.9, 0.5], [-0.1, 0.8, 0.8], [-0.1, -0.1, -0.5], [-0.2, 0.1, -0.2], [-0.7, -0.4, 0.0], [0.6, -0.3, 0.6], [1.5, 1.0, 0.1], [0.3, -0.5, -0.3]], "lowdin_charge": [1.13, -0.04, -0.60, -0.07, -0.36, -0.26, 1.23, -0.32, -0.34, 1.25, -0.52, -0.03, -0.04, 0.07, 0.12, 0.13, 0.12, 0.13, 0.10, 0.13, 0.08, 0.12, -0.30, 0.15, -0.07, 0.13, -0.09, 0.13, 0.03, -0.09, -0.04, -0.10, -0.15, -0.03, -0.02, 0.03, 0.14, 0.00, 0.15, 0.16, 0.15, 0.11, 0.13, 0.16, 0.14, -0.10, -0.22, -0.29, -0.24, 1.11, -0.37, -0.23, -0.19, -0.07, 0.10, 0.10, 0.09, 0.14, 0.14, 0.10, 0.08, 0.10, 0.12, 0.01, 0.08, 0.09, 0.12, 0.12, 0.10, 0.14, 0.07, 0.08, 0.09], "homo_ev": [-19.94, -19.94], "charge": 4, "lumo_energy_ev": [-15.68, -15.73], "orbital_gap_ev": [4.25, 4.21]}

---

[2]
{"formula": "C28H34InN11O7P3", "method": "the ωB97M-V functional and the def2-TZVPD basis", "species": ["In", "C", "N", "C", "C", "N", "C", "P", "C", "N", "C", "C", "N", "C", "C", "N", "C", "C", "N", "C", "H", "H", "H", "H", "H", "H", "H", "H", "H", "H", "H", "H", "H", "H", "H", "N", "C", "C", "N", "C", "C", "N", "C", "C", "N", "H", "H", "H", "H", "H", "H", "C", "C", "O", "P", "O", "O", "O", "P", "O", "O", "O", "H", "H", "H", "H", "H", "H", "H", "C", "C", "C", "C", "C", "C", "C", "C", "N", "H", "H", "H", "H", "H", "H"], "coordinates": [[0.129, 0.271, -0.410], [4.173, -3.333, 2.294], [3.576, -2.571, 1.208], [4.046, -2.498, -0.075], [3.184, -1.683, -0.754], [2.192, -1.274, 0.085], [2.453, -1.808, 1.261], [1.476, -1.494, 2.760], [-0.157, -1.940, 2.114], [-0.750, -1.351, 1.093], [-1.980, -1.923, 0.958], [-2.121, -2.896, 1.904], [-0.965, -2.899, 2.636], [-0.716, -3.736, 3.800], [1.354, 0.323, 2.581], [0.980, 1.034, 1.521], [1.124, 2.351, 1.835], [1.593, 2.449, 3.111], [1.730, 1.168, 3.573], [2.252, 0.802, 4.885], [5.107, -3.763, 1.943], [4.382, -2.687, 3.144], [3.513, -4.140, 2.608], [4.934, -3.021, -0.383], [3.225, -1.371, -1.783], [-2.672, -1.596, 0.199], [-2.926, -3.581, 2.111], [-1.218, -4.690, 3.661], [0.350, -3.914, 3.908], [-1.094, -3.261, 4.704], [0.890, 3.126, 1.126], [1.836, 3.301, 3.721], [2.306, 1.700, 5.493], [1.594, 0.086, 5.369], [3.249, 0.374, 4.795], [-3.711, 2.779, -1.794], [-3.936, 2.312, -3.064], [-3.655, 0.977, -3.014], [-3.253, 0.618, -1.754], [-3.300, 1.721, -1.048], [-2.966, 1.804, 0.365], [-1.965, 1.175, 0.932], [-2.041, 1.469, 2.270], [-3.090, 2.302, 2.507], [-3.668, 2.516, 1.279], [-3.685, 3.747, -1.515], [-4.266, 2.954, -3.860], [-3.725, 0.261, -3.816], [-1.328, 1.078, 2.977], [-3.470, 2.753, 3.405], [-4.520, 3.024, 1.109], [1.756, 4.839, -3.195], [1.463, 3.839, -2.080], [1.871, 4.357, -0.810], [2.365, 2.274, -2.325], [1.888, 1.758, -3.736], [3.876, 2.629, -2.636], [2.232, 1.303, -1.209], [-0.339, 3.455, -1.937], [-0.689, 2.896, -3.435], [-1.087, 4.689, -1.624], [-0.465, 2.251, -1.042], [2.799, 5.149, -3.143], [1.116, 5.713, -3.062], [1.573, 4.419, -4.184], [1.329, 5.143, -0.650], [0.944, 1.944, -3.911], [4.444, 2.541, -1.859], [-1.049, 3.592, -4.000], [-0.110, -0.883, -2.231], [-0.717, -2.228, -2.025], [-2.066, -2.462, -2.298], [-2.657, -3.680, -2.013], [-1.903, -4.703, -1.443], [-0.541, -4.507, -1.216], [0.039, -3.289, -1.515], [-2.520, -5.941, -1.062], [-3.010, -6.923, -0.719], [-0.691, -0.291, -2.939], [0.906, -0.972, -2.619], [-2.669, -1.661, -2.703], [-3.709, -3.838, -2.214], [0.054, -5.314, -0.808], [1.096, -3.149, -1.334]], "forces_ev_per_a": [[0.1, -0.1, 0.3], [0.0, 0.0, 0.0], [0.0, 0.0, 0.0], [0.0, 0.0, 0.0], [0.0, 0.0, 0.0], [0.0, 0.1, 0.0], [0.0, 0.0, 0.0], [0.1, 0.0, 0.0], [-0.1, 0.0, 0.0], [0.0, -0.1, 0.0], [0.0, 0.0, 0.0], [0.0, 0.0, 0.0], [0.0, 0.0, 0.0], [0.0, 0.0, 0.0], [0.0, 0.0, 0.0], [0.0, -0.1, -0.1], [0.0, 0.1, 0.0], [0.0, -0.1, 0.0], [0.0, 0.0, 0.0], [0.0, 0.0, 0.0], [0.0, 0.0, 0.0], [0.0, 0.0, 0.0], [0.0, 0.0, 0.0], [0.0, 0.0, 0.0], [0.0, 0.0, 0.0], [0.0, 0.0, 0.0], [0.0, 0.0, 0.0], [0.0, 0.0, 0.0], [0.0, 0.0, 0.0], [0.0, 0.0, 0.0], [0.0, 0.0, 0.0], [0.0, 0.0, 0.0], [0.0, 0.0, 0.0], [0.0, 0.0, 0.0], [0.0, 0.0, 0.0], [-0.1, 0.0, 0.0], [0.0, 0.0, 0.1], [0.0, 0.1, -0.1], [-0.1, 0.0, 0.1], [0.0, 0.1, -0.1], [0.1, 0.0, 0.0], [0.0, -0.1, -0.1], [0.0, 0.0, 0.0], [0.0, 0.0, 0.0], [0.0, -0.1, 0.0], [0.1, 0.0, 0.0], [0.0, 0.0, 0.0], [0.0, 0.0, 0.0], [0.0, 0.0, 0.0], [0.0, 0.0, 0.0], [0.0, 0.0, 0.0], [0.0, 0.0, 0.0], [-0.1, 0.0, 0.0], [0.0, 0.0, 0.0], [0.0, -0.1, 0.1], [-0.1, 0.1, 0.0], [0.1, 0.0, 0.0], [-0.1, 0.1, 0.0], [0.0, -0.1, -0.1], [0.1, 0.0, 0.0], [0.0, 0.1, 0.0], [0.2, 0.2, -0.1], [0.0, 0.0, 0.0], [0.0, 0.0, 0.0], [0.0, 0.0, 0.0], [0.0, 0.0, 0.0], [0.0, 0.0, 0.0], [0.0, 0.0, 0.0], [0.0, 0.0, 0.0], [0.0, 0.0, -0.2], [0.1, 0.0, 0.0], [0.0, 0.0, 0.0], [0.0, 0.0, 0.0], [0.0, 0.0, 0.0], [0.0, 0.0, 0.0], [0.0, 0.0, 0.0], [0.0, 0.0, 0.0], [0.0, 0.0, 0.0], [0.0, 0.0, 0.1], [0.0, 0.0, 0.0], [0.0, 0.0, 0.0], [0.0, 0.0, 0.0], [0.0, 0.0, 0.0], [0.0, 0.0, 0.0]], "lowdin_charge": [0.83, -0.02, -0.12, -0.03, -0.12, 0.03, -0.45, 1.19, -0.45, 0.02, -0.10, -0.02, -0.11, -0.01, -0.43, 0.01, -0.08, -0.02, -0.12, -0.02, 0.10, 0.09, 0.09, 0.13, 0.12, 0.11, 0.13, 0.10, 0.07, 0.10, 0.11, 0.13, 0.10, 0.08, 0.09, 0.12, -0.08, -0.13, 0.13, -0.31, -0.26, 0.08, -0.12, -0.06, 0.13, 0.15, 0.12, 0.10, 0.10, 0.12, 0.16, -0.05, -0.59, -0.06, 0.49, -0.08, -0.07, -0.29, 0.35, -0.15, -0.27, -0.34, 0.09, 0.09, 0.09, 0.10, 0.07, 0.11, 0.10, -0.17, -0.31, -0.05, -0.02, -0.25, -0.03, -0.04, -0.19, 0.15, 0.05, 0.05, 0.09, 0.12, 0.12, 0.09], "e_above_lowest_kj_mol": 11.43, "homo_ev": -10.30, "charge": 1, "lumo_energy_ev": -2.22, "orbital_gap_ev": 8.08}

---

[3]
{"formula": "C28H34InN11O7P3", "method": "the ωB97M-V functional and the def2-TZVPD basis", "species": ["In", "C", "N", "C", "C", "N", "C", "P", "C", "N", "C", "C", "N", "C", "C", "N", "C", "C", "N", "C", "H", "H", "H", "H", "H", "H", "H", "H", "H", "H", "H", "H", "H", "H", "H", "N", "C", "C", "N", "C", "C", "N", "C", "C", "N", "H", "H", "H", "H", "H", "H", "C", "C", "O", "P", "O", "O", "O", "P", "O", "O", "O", "H", "H", "H", "H", "H", "H", "H", "C", "C", "C", "C", "C", "C", "C", "C", "N", "H", "H", "H", "H", "H", "H"], "coordinates": [[-0.191, -0.221, -0.004], [5.216, 1.755, -0.908], [4.230, 0.803, -0.473], [4.423, -0.231, 0.388], [3.215, -0.857, 0.511], [2.297, -0.229, -0.251], [2.924, 0.770, -0.836], [2.239, 1.929, -2.055], [1.165, 0.755, -2.932], [0.258, -0.033, -2.389], [-0.406, -0.621, -3.406], [0.110, -0.183, -4.595], [1.108, 0.686, -4.285], [1.907, 1.434, -5.216], [0.915, 2.604, -1.000], [0.175, 1.956, -0.122], [-0.634, 2.857, 0.468], [-0.383, 4.091, -0.063], [0.601, 3.922, -0.986], [1.165, 4.934, -1.836], [6.207, 1.440, -0.583], [5.004, 2.741, -0.489], [5.209, 1.823, -1.998], [5.376, -0.445, 0.828], [2.964, -1.723, 1.081], [-1.241, -1.268, -3.219], [-0.149, -0.415, -5.610], [1.685, 1.099, -6.228], [2.970, 1.282, -5.019], [1.683, 2.500, -5.134], [-1.326, 2.533, 1.220], [-0.806, 5.055, 0.139], [0.804, 5.909, -1.519], [0.863, 4.766, -2.872], [2.256, 4.921, -1.785], [3.281, 1.898, 3.635], [3.582, 3.084, 3.031], [2.772, 3.157, 1.933], [1.999, 2.051, 1.848], [2.306, 1.306, 2.882], [1.742, 0.022, 3.155], [0.915, -0.644, 2.379], [0.684, -1.827, 2.992], [1.384, -1.894, 4.162], [2.052, -0.712, 4.259], [3.718, 1.549, 4.473], [4.330, 3.752, 3.410], [2.679, 3.939, 1.205], [0.035, -2.551, 2.550], [1.478, -2.675, 4.886], [2.622, -0.444, 5.044], [-4.887, -1.902, 0.486], [-4.094, -0.612, 0.514], [-4.875, 0.531, 0.822], [-2.921, -0.557, 1.904], [-2.517, -2.064, 2.223], [-3.798, -0.199, 3.178], [-1.724, 0.317, 1.844], [-3.224, -0.328, -1.092], [-4.432, 0.444, -1.876], [-2.896, -1.588, -1.789], [-2.127, 0.685, -0.884], [-5.286, -2.139, 1.471], [-4.232, -2.703, 0.150], [-5.708, -1.808, -0.226], [-5.197, 0.894, -0.018], [-1.954, -2.055, 3.004], [-4.446, 0.484, 2.994], [-4.579, -0.003, -2.708], [-0.467, -2.457, -0.345], [0.760, -3.246, -0.229], [0.912, -4.188, 0.793], [2.104, -4.855, 0.982], [3.172, -4.617, 0.116], [2.995, -3.773, -0.983], [1.801, -3.107, -1.153], [4.438, -5.190, 0.363], [5.482, -5.608, 0.590], [-1.258, -2.789, 0.321], [-0.851, -2.413, -1.357], [0.072, -4.419, 1.435], [2.222, -5.562, 1.791], [3.814, -3.635, -1.674], [1.667, -2.432, -1.984]], "forces_ev_per_a": [[0.1, -0.6, -0.3], [0.3, 0.5, -0.2], [-0.4, -0.2, 0.0], [-0.1, -0.3, 0.3], [0.5, -0.1, 0.2], [-0.5, 0.3, -0.2], [0.2, 0.3, -0.4], [-0.5, -0.3, 0.3], [0.3, 0.3, -0.2], [0.3, 0.3, 0.4], [-0.2, -0.1, -0.5], [-0.2, -0.3, 0.0], [-0.2, -0.2, 0.4], [0.4, 0.4, -0.3], [0.4, 0.1, -0.2], [0.0, -0.3, -0.5], [-0.3, 0.5, 0.1], [-0.3, -0.1, 0.4], [0.0, -0.6, 0.3], [0.3, 0.4, -0.5], [-0.1, 0.0, 0.0], [0.1, -0.1, 0.0], [0.1, 0.0, 0.1], [0.2, 0.0, 0.0], [0.0, -0.3, 0.2], [-0.1, -0.2, 0.0], [0.0, 0.0, -0.1], [0.0, 0.0, 0.1], [-0.1, 0.0, -0.1], [0.0, -0.1, -0.1], [-0.2, 0.1, 0.1], [-0.1, 0.1, 0.0], [0.0, 0.0, 0.0], [0.0, 0.1, 0.1], [-0.1, 0.0, 0.0], [-0.1, -0.2, 0.1], [0.1, 0.3, -0.2], [0.3, 0.1, 0.3], [-0.2, -0.6, 0.4], [0.4, 0.8, -0.3], [-0.2, -0.6, 0.3], [0.1, 0.8, -0.4], [0.0, -0.3, 0.5], [-0.3, -0.4, -0.1], [0.0, 0.1, -0.1], [0.0, 0.1, -0.1], [0.1, 0.1, 0.1], [0.1, 0.3, -0.1], [0.0, -0.3, -0.1], [0.0, -0.1, 0.2], [0.0, 0.0, -0.1], [0.0, -0.2, 0.1], [0.6, -0.1, -0.1], [-0.4, 0.4, 0.0], [-0.1, -0.2, 1.0], [-0.3, 0.0, -0.3], [0.0, -0.3, -0.1], [0.4, 0.1, -0.7], [-0.2, 0.4, -0.8], [0.3, 0.1, 0.6], [-0.2, -0.3, 0.0], [0.2, -0.2, 0.4], [-0.1, 0.0, 0.0], [-0.1, -0.1, 0.0], [0.0, 0.0, 0.0], [-0.1, 0.0, 0.1], [0.2, -0.2, 0.2], [-0.3, 0.3, -0.1], [-0.2, -0.2, -0.4], [-0.2, 1.2, 0.3], [0.1, -0.3, 0.0], [0.1, 0.0, -0.1], [0.2, 0.0, -0.1], [-0.8, 0.4, -0.2], [0.0, -0.1, 0.1], [-0.1, 0.0, 0.1], [0.5, -0.3, 0.1], [0.3, -0.2, 0.0], [0.0, -0.2, -0.1], [0.0, -0.1, 0.0], [-0.1, 0.1, 0.1], [0.0, 0.0, 0.0], [0.0, 0.0, -0.1], [0.0, 0.1, -0.1]], "lowdin_charge": [0.87, -0.03, -0.12, -0.02, -0.13, 0.04, -0.46, 1.20, -0.44, 0.03, -0.09, -0.02, -0.13, -0.03, -0.44, -0.01, -0.10, -0.02, -0.12, -0.03, 0.10, 0.09, 0.08, 0.13, 0.11, 0.09, 0.13, 0.10, 0.09, 0.09, 0.11, 0.13, 0.10, 0.10, 0.08, 0.12, -0.07, -0.13, 0.14, -0.26, -0.26, 0.09, -0.13, -0.05, 0.13, 0.16, 0.11, 0.10, 0.08, 0.12, 0.16, -0.05, -0.58, -0.06, 0.51, -0.10, -0.07, -0.30, 0.34, -0.12, -0.29, -0.33, 0.09, 0.08, 0.10, 0.10, 0.08, 0.09, 0.08, -0.14, -0.31, -0.05, -0.02, -0.25, -0.03, -0.05, -0.20, 0.16, 0.04, 0.03, 0.11, 0.12, 0.12, 0.11], "e_above_lowest_kj_mol": 118.84, "homo_ev": -10.11, "charge": 1, "lumo_energy_ev": -2.03, "orbital_gap_ev": 8.09}

---

| no. | DFT total energy (hartree) |
| --- | --- |
| 1 | -5143.9946 |
| 2 | -3430.7529 |
| 3 | -3430.7120 |